[1]
Computed, not measured: a structure of composition C26H17GaN6O4Te at a distorted geometry, with the ωB97M-V functional and the def2-TZVPD basis.

```
! RIJCOSX wB97M-V def2-TZVPD def2/J DEFGRID3
* xyz 0 1
Ga -8.39513 -5.37039 14.83315
C -7.83831 -9.76708 15.13989
C -8.07075 -8.50007 14.61515
N -7.98650 -7.44123 15.39750
C -7.68710 -7.64380 16.69611
C -7.36489 -8.90071 17.15325
N -7.46408 -9.97013 16.37322
C -7.63208 -6.41355 17.51670
C -7.33390 -6.41822 18.86880
C -7.28077 -5.20251 19.54591
C -7.55406 -4.01102 18.88079
C -7.83292 -4.08683 17.51265
N -7.88595 -5.26425 16.90563
C -8.18872 -2.93671 16.63874
C -8.15024 -1.59796 17.06280
N -8.52132 -0.63044 16.24872
C -8.91839 -0.94923 15.00957
C -8.90471 -2.26032 14.58536
N -8.52572 -3.22706 15.41021
C -6.79751 -5.25429 20.90158
C -5.63205 -5.97320 21.21137
C -5.19199 -5.93179 22.53289
N -5.79205 -5.24537 23.48926
C -6.85898 -4.52224 23.18375
C -7.39362 -4.48274 21.89158
H -8.02650 -10.56727 14.45163
H -8.25284 -8.33220 13.56655
H -7.05122 -9.05342 18.18420
H -7.10225 -7.32804 19.42320
H -7.40987 -3.04518 19.39739
H -7.86941 -1.29814 18.06557
H -9.20567 -0.19710 14.30513
H -9.29191 -2.56477 13.62264
H -5.13089 -6.53625 20.44254
H -4.30862 -6.52005 22.84481
H -7.35773 -4.01365 23.99973
H -8.29038 -3.93965 21.64803
O -12.29880 -5.79479 14.77639
C -11.10142 -5.71684 14.60606
O -10.18062 -5.64354 15.53539
C -10.51496 -5.70962 13.15381
O -11.15282 -5.88820 12.14820
O -9.19884 -5.44939 13.15349
Te -5.93393 -5.05550 14.08696
C -6.35543 -3.95164 12.32176
C -6.84090 -4.54809 11.17303
C -7.02744 -3.77788 10.03738
C -6.74164 -2.42843 10.00666
C -6.28286 -1.83151 11.19121
C -6.07561 -2.58000 12.32861
H -7.07838 -5.59964 11.16266
H -7.40878 -4.28630 9.18193
H -6.80789 -1.84514 9.11075
H -6.13631 -0.76082 11.20756
H -5.72654 -2.11138 13.23212
*
```

Lowest unoccupied orbital energy, eV: -1.67
Energy above the lowest of the compared OMol25 structures with the same formula, charge and spin, eV: 0.000
HOMO-LUMO gap, eV: 6.1

Atomic partial charges in e from the natural (NBO) method, atoms 1 to 6: Ga 1.52; C 0.03; C 0.06; N -0.44; C 0.13; C 0.03

[2]
Computed, not measured: the molecule C6H12O at a distorted geometry, with the ωB97M-V functional and the def2-TZVPD basis.

```
! RIJCOSX wB97M-V def2-TZVPD def2/J DEFGRID3
* xyz 0 1
C 2.02437 -0.17270 1.01087
C 1.36976 -0.46025 -0.34185
C 0.26873 0.51690 -0.69131
C -0.85915 0.08126 -1.58720
C -1.16075 0.39439 -0.15860
C -1.49559 -0.65087 0.88222
O -1.88078 1.54578 0.20916
H 2.76160 -0.93866 1.27120
H 1.29525 -0.13819 1.83172
H 2.53477 0.79438 0.98938
H 0.95467 -1.47615 -0.32506
H 2.10865 -0.42308 -1.16002
H 0.61223 1.54981 -0.79514
H -0.88643 -0.96061 -1.91957
H -1.22167 0.81703 -2.29772
H -2.56907 -0.86070 0.87664
H -1.20675 -0.29928 1.88375
H -0.97224 -1.59203 0.70977
H -1.67759 2.27298 -0.38824
*
```

Lowest unoccupied orbital energy, eV: 1.02
Energy above the lowest of the compared OMol25 structures with the same formula, charge and spin, eV: 1.126
Structure (SMILES): CC[C@H]1C[C@]1(C)O
HOMO-LUMO gap, eV: 10.1

Atomic partial charges in e from the natural (NBO) method, atoms 1 to 6: C -0.61; C -0.40; C -0.25; C -0.45; C 0.25; C -0.62

[3]
Computed, not measured: a structure of composition H14LiO7 at a distorted geometry, with the ωB97M-V functional and the def2-TZVPD basis.

```
! RIJCOSX wB97M-V def2-TZVPD def2/J DEFGRID3
* xyz 1 1
Li 4.08200 51.65300 31.99700
O 4.24400 53.03900 35.47400
H 3.56100 52.51900 35.93500
H 3.79100 53.06200 34.58700
O 2.99300 51.10500 30.24200
H 2.21600 51.39900 29.99300
H 2.80500 50.12000 30.47500
O 3.61200 52.98800 32.74200
H 4.29100 53.73300 32.43700
H 2.86300 53.23700 32.30500
O 2.94100 50.48500 33.58200
H 2.33300 51.16100 33.98200
H 2.64800 49.62200 33.70500
O 5.77800 51.29500 33.37300
H 5.77400 50.94400 34.34900
H 6.28100 52.06600 33.45400
O 5.11800 49.09700 31.37800
H 5.86300 49.66900 31.49300
H 5.30700 48.14400 31.66100
O 5.55700 52.51300 30.66300
H 5.61600 53.40700 30.98600
H 6.44400 52.31700 30.55500
*
```

Lowest unoccupied orbital energy, eV: -3.79
Energy above the lowest of the compared OMol25 structures with the same formula, charge and spin, eV: 2.265
HOMO-LUMO gap, eV: 10.7

Atomic partial charges in e from the natural (NBO) method, atoms 1 to 6: Li 0.88; O -0.94; H 0.47; H 0.47; O -0.94; H 0.47